(i)
DFT (wB97M-V/def2-TZVPD) results for one molecule with the formula C3H9NS.

Element x y z (Å)
C1 1.4667 0.1829 0.5341
C2 0.2413 -0.1954 -0.2522
N1 -0.5303 -1.4031 0.1430
C3 -0.8263 0.9258 -0.2222
S1 -1.8990 0.9666 -1.7058
H1 2.0082 0.9246 -0.0655
H2 1.9246 -0.7380 0.9263
H3 1.1863 0.7504 1.4463
H4 0.5629 -0.2625 -1.3018
H5 0.2007 -2.1300 0.1407
H6 -0.6278 -1.4238 1.1635
H7 -1.3321 0.8469 0.7411
H8 -0.3407 1.9238 -0.1033
H9 -2.0344 -0.3682 -1.4445

Calculated values
- Highest occupied orbital energy: -8.86 eV
- SMILES string: C[C@@H](N)CS
- Net charge: 0

(ii)
DFT (wB97M-V/def2-TZVPD) results for a 2-piece molecular cluster, C3H9NS overall.

Element x y z (Å)
C1 2.7027 0.4470 -0.5708
N1 2.7691 0.6069 0.6777
H1 1.7924 0.6788 -1.1144
H2 3.5671 0.0777 -1.1300
H3 3.4783 0.0449 1.1412
C2 -1.8492 0.9431 0.6346
S1 -1.0422 -0.6505 0.4204
C3 -1.2360 -0.8159 -1.3678
H4 -1.2319 1.7738 0.2960
H5 -2.8057 0.9833 0.1153
H6 -2.0596 1.0175 1.7006
H7 -0.6580 -1.6672 -1.7190
H8 -0.7718 0.0420 -1.8630
H9 -2.2797 -0.9087 -1.6502

Calculated values
- Highest occupied orbital energy: -8.39 eV
- SMILES string: C=N.CSC
- Net charge: 0

Each structure's energy above the most stable one, in hartree: (i) 0.0000; (ii) 0.0271.

(i)
DFT (wB97M-V/def2-TZVPD) results for C7H11NO as an isolated structure.

Element x y z (Å)
C1 0.4904 1.2326 -1.0062
C2 -0.2798 0.4557 0.0994
C3 -1.0226 1.1142 1.0478
C4 -1.7741 0.1935 0.1664
C5 -0.7880 -1.4619 1.4196
C6 0.3779 -0.7724 0.6780
C7 1.6107 -1.0722 0.2425
H1 0.4963 -0.4999 -1.9983
H2 1.7035 0.5653 -2.8368
H3 0.0540 2.2198 -1.1243
H4 1.5236 1.2999 -0.6780
H5 -1.0179 2.0974 0.9103
H6 -0.8346 1.0362 2.0812
H7 -2.1812 0.4336 -0.7673
H8 -0.4226 -2.4294 1.1873
H9 -0.7068 -1.3665 2.4722
H10 2.2998 -2.0865 0.4265
H11 2.0732 -0.4865 -0.7554
N1 0.4069 0.5785 -2.4429
O1 -2.0086 -1.0513 0.8779

Calculated values
- Highest occupied orbital energy: -9.06 eV
- Net charge: 0

(ii)
DFT (wB97M-V/def2-TZVPD) results for C7H11NO as an isolated structure.

Element x y z (Å)
C1 1.5924 0.0143 -0.3773
C2 1.2905 -1.0299 0.6142
C3 0.0138 -0.4661 1.3271
C4 -0.7195 -0.2267 -0.0563
C5 -2.2272 -0.4926 -0.1254
C6 -1.6799 0.8873 -0.2769
C7 0.3463 -0.5234 -1.0895
H1 1.0342 1.9183 0.2067
H2 2.3506 1.8886 -0.6508
H3 2.4601 -0.2258 -1.1060
H4 2.0811 -1.5710 1.0377
H5 -0.4746 -1.1971 2.0643
H6 0.0826 0.6729 1.7123
H7 -2.4938 -0.6754 0.9536
H8 -2.7198 -1.0845 -0.9458
H9 -1.7697 1.4490 -1.1865
H10 -1.9745 1.5971 0.4934
H11 0.1323 -0.5115 -2.1197
N1 1.8674 1.3672 0.0836
O1 0.8078 -1.7910 -0.5586

Calculated values
- Highest occupied orbital energy: -9.41 eV
- Net charge: 0

(iii)
DFT (wB97M-V/def2-TZVPD) results for one molecule with the formula C7H11NO.

Element x y z (Å)
C1 -1.3164 0.0232 -1.5198
C2 -0.8089 -0.2006 -0.1313
C3 -1.4306 0.5876 0.9848
O1 -1.2999 -1.7243 0.2425
C4 0.6902 -0.2339 -0.0517
C5 1.5535 0.7128 0.5646
C6 2.8335 0.3548 0.3133
N1 2.7808 -0.6784 -0.5551
C7 1.5199 -1.1219 -0.7116
H1 -2.3794 -0.2299 -1.6273
H2 -0.9130 1.0418 -1.6352
H3 -0.7631 -0.7797 -2.1704
H4 -2.5362 0.5619 0.9423
H5 -1.3982 1.7460 0.8682
H6 -1.0734 0.5267 2.0415
H7 -2.2548 -1.8138 -0.1803
H8 1.1245 1.3864 1.2909
H9 3.6944 0.8735 0.7363
H10 3.6000 -1.1189 -0.9237
H11 1.2864 -2.0197 -1.3414

Calculated values
- Highest occupied orbital energy: -8.30 eV
- SMILES string: CC(C)(O)c1cc[nH]c1
- Net charge: 0

Each structure's energy above the most stable one, in hartree: (i) 0.1789; (ii) 0.0669; (iii) 0.0000.

(i)
DFT (wB97M-V/def2-TZVPD) results for one molecule with the formula C7H11NO.

Element x y z (Å)
C1 4.0239 -0.6616 -0.7045
C2 3.3628 -0.1243 0.3030
O1 2.6807 1.0712 0.1850
C3 1.3758 1.4589 0.3131
N1 0.2199 0.9995 0.2639
C4 -0.5934 -0.1089 0.1915
C5 -0.4624 -1.1788 0.9760
C6 -1.7578 0.0930 -0.7412
C7 -2.8770 0.8358 -0.0135
H1 4.6214 -1.5426 -0.5578
H2 3.9995 -0.2317 -1.6889
H3 3.3470 -0.5556 1.2988
H4 1.4411 2.5468 0.4166
H5 0.3572 -1.2744 1.6688
H6 -1.2043 -1.9570 0.9880
H7 -1.4360 0.6734 -1.6071
H8 -2.1158 -0.8795 -1.0833
H9 -3.1951 0.2728 0.8627
H10 -3.7363 0.9708 -0.6671
H11 -2.5212 1.8112 0.3113

Calculated values
- Highest occupied orbital energy: -8.42 eV
- SMILES string: C=CO/C=N\C(=C)CC
- Net charge: 0

(ii)
DFT (wB97M-V/def2-TZVPD) results for a 2-piece molecular cluster, C7H11NO overall.

Element x y z (Å)
C1 -1.6787 -1.2755 0.0007
C2 -0.6580 -0.5955 0.8270
N1 0.7467 -0.8477 0.6233
O1 1.0190 -1.7253 -0.2120
C3 -0.9003 -0.3616 2.2905
C4 -0.9060 0.8607 1.4929
H1 -2.5972 -0.6867 0.0843
H2 -1.7157 -2.3340 0.4493
H3 -1.3522 -1.2626 -1.0701
H4 -0.2635 -0.8329 3.0102
H5 -1.9999 -0.7155 2.5720
H6 -1.7757 1.2817 1.0384
H7 0.0687 1.4123 1.5750
C5 1.4578 1.8414 -1.4167
C6 2.2820 0.8281 -1.2026
C7 1.4820 0.6471 -2.4488
H8 1.0557 2.8651 -1.3910
H9 3.0239 0.4558 -0.5134
H10 0.6645 -0.1645 -2.3404
H11 2.0469 0.6096 -3.3686

Calculated values
- Highest occupied orbital energy: -8.95 eV
- SMILES string: CC1(N=O)CC1.C1=CC1
- Net charge: 0

(iii)
DFT (wB97M-V/def2-TZVPD) results for one molecule with the formula C7H11NO.

Element x y z (Å)
C1 0.4000 1.9910 -0.4647
C2 -1.4350 0.3852 -1.1680
C3 -0.0553 -0.1160 0.8993
C4 0.3188 -1.4328 0.5591
C5 -0.1251 0.5671 -0.4115
N1 0.2444 0.4831 2.0541
C6 0.9230 -0.6649 -0.9502
C7 0.0402 -2.6826 0.8806
O1 0.6849 -1.2632 -2.0165
H1 0.5788 -0.0640 2.8332
H2 0.3162 1.4872 2.1185
H3 1.9479 -0.3221 -0.7019
H4 1.3913 2.0754 -0.0128
H5 0.4844 2.3000 -1.5077
H6 -1.2421 0.5293 -2.2316
H7 -1.8244 -0.6244 -1.0514
H8 -2.1873 1.1009 -0.8265
H9 -0.2703 2.7000 0.0343
H10 -0.7492 -2.9518 1.5759
H11 0.5587 -3.4974 0.3876

Calculated values
- Highest occupied orbital energy (spin up / spin down): -7.65 / -7.65 eV
- Net charge: 0

Each structure's energy above the most stable one, in hartree: (i) 0.0000; (ii) 0.1596; (iii) 0.0309.

(i)
DFT (wB97M-V/def2-TZVPD) results for a 3-piece molecular cluster, CH9N3O2 overall.

Element x y z (Å)
N1 1.7308 -1.7505 1.6341
C1 0.7489 -0.8992 1.4769
N2 0.3066 -0.4497 0.2095
N3 0.2207 -0.2879 2.5829
H1 1.9022 -2.0995 0.7231
H2 1.0233 -0.5515 -0.5512
H3 -0.6216 0.0500 0.0284
H4 -0.6535 0.2015 2.5748
H5 0.7353 -0.6978 3.3585
O1 -1.7945 1.7820 -0.4665
H6 -2.5888 1.7166 -0.9852
H7 -1.1482 2.4098 -0.5723
O2 -0.2411 -0.0063 -3.4461
H8 0.1482 -0.0438 -2.5778
H9 0.2316 0.6262 -3.9890

Calculated values
- Highest occupied orbital energy: -8.57 eV
- SMILES string: N=C(N)N.O.O
- Net charge: 0

(ii)
DFT (wB97M-V/def2-TZVPD) results for a 2-piece molecular cluster, CH9N3O2 overall.

Element x y z (Å)
N1 0.0539 -1.6797 0.9464
C1 0.8023 -1.1643 -0.0827
O1 -0.2513 -0.4223 -1.1441
N2 0.2833 0.6298 -1.9285
H1 -0.4276 -2.5324 0.6843
H2 -0.6469 -0.9244 1.2565
H3 1.3777 -0.2947 0.2495
H4 1.3642 -1.8920 -0.6727
H5 1.0129 0.2308 -2.5177
H6 0.6938 1.2992 -1.2727
N3 -0.4573 1.6619 1.0357
O2 -1.4409 0.6285 0.8068
H7 -0.9287 2.5383 0.8096
H8 -0.3008 1.6681 2.0422
H9 -1.1346 0.2532 -0.2127

Calculated values
- Highest occupied orbital energy: -9.06 eV
- SMILES string: NCON.NO
- Net charge: 0

Each structure's energy above the most stable one, in hartree: (i) 0.0000; (ii) 0.1336.

(i)
DFT (wB97M-V/def2-TZVPD) results for a 2-piece molecular cluster, C3H10N4 overall.

Element x y z (Å)
C1 -0.8499 -1.6939 -1.3163
C2 -0.5816 -0.6310 0.8134
N1 -1.2553 -0.6913 -0.3363
H1 0.0105 -1.3252 -1.8863
H2 -0.5643 -2.6230 -0.8154
H3 -1.6712 -1.9005 -2.0026
H4 0.0683 -1.4503 1.1039
H5 -1.0209 -0.0480 1.6160
N2 -0.4674 1.6182 -0.9988
N3 1.7641 0.8441 1.6541
C3 1.0253 0.7451 0.4565
N4 0.2371 1.7609 0.1074
H6 -1.2513 0.3568 -0.8041
H7 -1.1218 2.4038 -1.0155
H8 2.7635 0.9068 1.5070
H9 1.4389 1.6136 2.2270
H10 1.4760 0.1139 -0.3101

Calculated values
- Highest occupied orbital energy: -7.47 eV
- Net charge: 0

(ii)
DFT (wB97M-V/def2-TZVPD) results for one molecule with the formula C3H10N4.

Element x y z (Å)
N1 0.9232 1.0493 1.4267
N2 0.7779 -0.2358 0.8877
N3 1.8807 -0.7127 0.1461
C1 -0.5593 -0.8408 0.6857
N4 -0.9961 -0.8087 -0.7027
C2 -0.4348 0.5463 -1.4438
C3 -1.8182 0.3886 -0.9471
H1 1.3730 0.9729 2.3413
H2 1.6090 1.5369 0.8527
H3 2.1685 -1.6136 0.5370
H4 1.5296 -0.9568 -0.7834
H5 -0.4751 -1.8985 0.9682
H6 -1.2631 -0.3668 1.3872
H7 0.1808 1.3489 -1.0663
H8 -0.1970 0.3161 -2.4754
H9 -2.5923 0.2360 -1.6928
H10 -2.1069 1.0388 -0.1212

Calculated values
- Highest occupied orbital energy: -8.00 eV
- SMILES string: NN(N)CN1CC1
- Net charge: 0

Each structure's energy above the most stable one, in hartree: (i) 0.0000; (ii) 0.0299.

(i)
DFT (wB97M-V/def2-TZVPD) results for C3H10N4 as an isolated structure.

Element x y z (Å)
C1 0.5344 -0.6908 -0.3410
N1 0.5981 -0.9051 1.0813
N2 0.6124 -1.8760 -1.1504
N3 1.1163 1.6323 -0.2761
C2 1.2560 0.4037 -0.8449
H1 1.5360 -0.8744 1.4607
H2 0.1217 -1.7503 1.3673
H3 -0.0118 -1.8532 -1.9439
H4 0.4413 -2.7352 -0.6438
H5 1.2473 2.4211 -0.8949
H6 0.2396 1.7063 0.2674
H7 1.7035 0.3592 -1.8293
C3 -2.1509 1.0185 1.0456
N4 -1.7945 0.9119 -0.1524
H8 -0.8092 0.0703 -0.3570
H9 -1.6186 0.5385 1.8855
H10 -3.0217 1.6231 1.3260

Calculated values
- Highest occupied orbital energy: -6.93 eV
- Net charge: 0

(ii)
DFT (wB97M-V/def2-TZVPD) results for one molecule with the formula C3H10N4.

Element x y z (Å)
C1 2.3257 -1.0270 0.0504
N1 1.8116 0.1216 -0.0426
N2 0.4542 0.4068 0.3723
C2 0.0803 1.8026 0.2554
N3 -0.3958 -0.6286 0.0299
C3 -1.1149 -0.4583 -1.2271
N4 -1.3887 -0.4922 1.2050
H1 1.7613 -1.9474 0.1926
H2 3.3988 -1.1004 -0.0569
H3 0.9689 2.3849 0.4895
H4 -0.2704 2.1201 -0.7305
H5 -0.6983 2.0108 0.9880
H6 -1.7928 0.4001 -1.2272
H7 -0.3707 -0.3387 -2.0131
H8 -1.6968 -1.3630 -1.3976
H9 -2.1824 -1.1150 1.0667
H10 -0.8900 -0.7761 2.0451

Calculated values
- Highest occupied orbital energy: -8.29 eV
- SMILES string: C=NN(C)N(C)N
- Net charge: 0

Each structure's energy above the most stable one, in hartree: (i) 0.0000; (ii) 0.0292.